# 1
A 4-piece molecular cluster, C10H29Cl2O12P3 overall. Source: OMol25; level of theory: ωB97M-V with the def2-TZVPD basis set.

Cartesian coordinates (Å):
C  0.90  4.98  2.18
O  1.07  4.81  0.78
P  0.06  4.05  -0.12
O  -0.71  3.02  0.52
O  -0.74  5.25  -0.77
C  -0.29  6.23  -1.77
O  0.94  3.58  -1.34
C  1.84  2.51  -1.23
H  -0.12  5.35  2.33
H  1.49  5.86  2.44
H  1.19  4.15  2.82
H  -0.06  7.22  -1.29
H  -1.16  6.31  -2.42
H  0.47  5.79  -2.43
H  1.51  2.01  -0.34
H  2.82  2.95  -1.23
H  1.73  1.86  -2.13
C  -0.08  -1.16  4.55
O  0.28  0.03  5.28
P  -0.04  1.37  4.47
O  0.63  1.58  3.16
O  -1.56  1.43  4.38
C  -2.26  2.38  3.58
O  0.34  2.53  5.46
C  1.72  2.86  5.65
H  -1.18  -1.27  4.68
H  0.46  -1.94  5.03
H  0.13  -1.07  3.47
H  -2.47  3.33  4.18
H  -3.24  1.94  3.34
H  -1.72  2.64  2.68
H  1.61  3.77  6.29
H  2.27  3.04  4.68
H  2.34  2.04  6.12
C  0.20  -6.16  -2.03
O  0.90  -5.58  -3.15
P  0.40  -5.43  -4.60
O  1.27  -4.66  -5.50
O  -0.12  -6.80  -5.21
C  0.78  -7.54  -6.01
O  -0.99  -4.67  -4.24
C  -1.78  -4.16  -5.35
H  -0.15  -5.26  -1.46
H  0.96  -6.67  -1.46
H  -0.51  -6.98  -2.29
H  1.63  -7.93  -5.39
H  1.27  -6.91  -6.74
H  0.17  -8.38  -6.49
H  -2.15  -3.18  -5.00
H  -2.54  -4.90  -5.47
H  -1.08  -4.20  -6.27
Cl  -0.17  -0.96  -0.07
C  -1.28  0.15  0.73
Cl  -2.42  -0.63  1.83
H  -0.68  0.83  1.28
H  -1.91  0.61  -0.07

energy: -88327.618 eV
relative energy (zero: lowest compared OMol25 entry of this formula, charge and spin): 0.956 eV
HOMO-LUMO gap: 11.05 eV
SMILES: COP(=O)(OC)OC.COP(=O)(OC)OC.COP(=O)(OC)OC.ClCCl

---

# 2
C10H30BHgN2O4 as an isolated structure. Source: OMol25; level of theory: ωB97M-V with the def2-TZVPD basis set.

Cartesian coordinates (Å):
Hg  0.22  -2.35  -0.54
O  0.48  -0.27  -0.16
C  1.83  0.03  -0.41
C  2.47  -1.02  -1.18
O  2.35  -2.25  -0.49
H  2.33  0.09  0.57
H  2.06  0.98  -0.91
H  3.51  -0.75  -1.33
H  2.09  -1.17  -2.18
B  -1.96  -2.85  -0.65
H  -2.19  0.07  5.12
H  -4.70  -0.50  5.53
H  -3.17  -3.27  -3.45
H  0.15  3.94  -1.12
C  2.55  0.46  3.62
C  1.30  -0.33  3.18
C  0.77  -1.26  4.28
O  0.35  -0.50  5.37
C  0.10  -1.15  6.56
N  0.24  0.55  2.68
H  3.01  0.73  2.70
H  3.18  -0.31  4.11
H  2.33  1.22  4.30
H  1.64  -0.81  2.25
H  1.58  -2.00  4.58
H  -0.10  -1.84  3.92
H  -0.82  -1.86  6.65
H  -0.05  -0.34  7.30
H  1.06  -1.68  6.87
H  -0.50  0.65  3.39
H  0.01  0.25  1.78
C  -2.65  2.66  -3.93
C  -1.89  1.39  -4.36
C  -0.47  1.43  -3.89
O  0.36  0.94  -4.89
C  0.38  -0.39  -5.20
N  -2.62  0.15  -3.92
H  -2.69  2.73  -2.83
H  -3.65  2.62  -4.41
H  -2.18  3.53  -4.35
H  -1.85  1.43  -5.46
H  -0.34  0.91  -2.97
H  -0.16  2.41  -3.66
H  -0.59  -0.76  -5.52
H  0.53  -0.99  -4.31
H  1.24  -0.56  -5.92
H  -2.07  -0.37  -3.23
H  -3.48  0.43  -3.48

net charge: -1
energy: -26855.402 eV
relative energy (zero: lowest compared OMol25 entry of this formula, charge and spin): 16.064 eV
HOMO-LUMO gap: 2.01 eV

---

# 3
C10H30BaNO8 as an isolated structure. Source: OMol25; level of theory: ωB97M-V with the def2-TZVPD basis set.

Cartesian coordinates (Å):
Ba  9.62  7.71  -26.06
N  4.66  9.19  -29.45
O  5.54  9.57  -28.66
O  3.85  10.04  -29.78
O  4.72  8.13  -30.01
C  7.52  13.08  -20.74
C  8.34  11.83  -21.11
O  8.36  11.81  -22.54
H  6.56  13.23  -21.23
H  8.18  13.93  -20.96
H  7.27  13.03  -19.68
H  7.81  10.96  -20.73
H  9.27  12.03  -20.57
H  8.74  12.66  -22.78
C  10.85  4.67  -18.98
C  11.32  4.34  -20.37
O  11.55  5.52  -21.12
H  10.66  3.87  -18.26
H  9.99  5.33  -19.03
H  11.61  5.29  -18.49
H  10.76  3.62  -20.96
H  12.30  3.87  -20.33
H  12.32  5.97  -20.75
C  2.83  6.54  -21.31
C  3.73  7.11  -22.48
O  4.83  6.26  -22.77
H  3.35  6.31  -20.38
H  2.37  5.61  -21.64
H  2.18  7.36  -20.99
H  4.03  8.09  -22.12
H  3.00  7.15  -23.29
H  4.71  5.53  -22.16
C  7.36  0.76  -28.28
C  6.78  2.00  -29.00
O  7.46  3.22  -28.65
H  7.47  0.96  -27.21
H  8.38  0.50  -28.55
H  6.69  -0.08  -28.43
H  5.78  2.10  -28.58
H  6.58  2.01  -30.07
H  6.97  3.82  -29.21
C  14.65  2.01  -28.97
C  14.89  3.50  -28.72
O  13.83  3.82  -27.76
H  14.80  1.39  -28.09
H  15.26  1.58  -29.77
H  13.62  1.76  -29.23
H  14.69  4.08  -29.62
H  15.95  3.46  -28.45
H  14.23  3.58  -26.92

net charge: +1
energy: -29403.198 eV
relative energy (zero: lowest compared OMol25 entry of this formula, charge and spin): 10.507 eV
HOMO-LUMO gap: 2.45 eV